A | Density functional theory data (ωB97M-V with the def2-TZVPD basis set) for a single C8H10N2 molecule.

Output
Gap between HOMO and LUMO (eV): 9.3
SMILES: CC(C)(C#N)n1cccc1
Net charge: 0

Element x y z (Å)
1 C -1.31 -1.20 -1.03
2 C -0.92 -0.16 -0.01
3 C -1.36 -0.76 1.33
4 C -1.62 1.18 -0.23
5 N -2.06 2.21 -0.43
6 N 0.46 0.16 0.01
7 C 0.89 1.34 0.49
8 C 2.24 1.45 0.13
9 C 2.69 0.17 -0.34
10 C 1.56 -0.63 -0.36
11 H -0.93 -2.07 -0.65
12 H -2.33 -1.28 -1.21
13 H -0.94 -0.77 -2.03
14 H -0.59 -1.32 1.73
15 H -1.66 0.00 2.09
16 H -2.30 -1.32 1.21
17 H 0.27 2.21 0.42
18 H 2.77 2.32 0.37
19 H 3.71 0.07 -0.72
20 H 1.44 -1.61 -0.78

B | Density functional theory data (ωB97M-V with the def2-TZVPD basis set) for 2 unconnected molecules or ions with the total composition C8H10N2.

Output
Gap between HOMO and LUMO (alpha / beta) (eV): 9.0 / 5.3
Net charge: 0

Element x y z (Å)
1 C -3.40 -0.71 0.69
2 C -2.42 0.00 1.34
3 C -2.37 0.45 -0.78
4 C 2.27 1.35 -0.40
5 C 1.84 -0.11 1.32
6 C 1.79 -0.07 -0.18
7 C 1.23 1.00 0.53
8 C 1.51 -0.97 -1.34
9 N -3.34 -0.48 -0.62
10 N -1.80 0.75 0.35
11 H -4.00 -1.53 1.14
12 H -2.33 -0.06 2.47
13 H -2.25 0.96 -1.70
14 H 3.24 1.63 -0.12
15 H 1.97 1.96 -1.43
16 H 1.05 -0.77 1.85
17 H 2.64 0.30 1.90
18 H 1.15 -1.90 -1.00
19 H 2.46 -1.11 -2.04
20 H 0.78 -0.71 -1.96

C | Density functional theory data (ωB97M-V with the def2-TZVPD basis set) for 2 unconnected molecules or ions with the total composition C8H10N2.

Output
Gap between HOMO and LUMO (eV): 8.9
Net charge: 0

Element x y z (Å)
1 C -1.87 2.06 -0.35
2 C -2.89 1.29 0.32
3 C -0.86 1.17 -0.56
4 C -2.44 -0.06 0.36
5 C 3.41 -1.24 -0.02
6 C -0.47 -2.22 0.26
7 C 3.10 1.14 -0.07
8 C -0.22 -1.06 -0.36
9 N 3.31 -0.07 0.11
10 N -1.24 -0.09 -0.26
11 H -1.82 3.00 -0.80
12 H -3.87 1.57 0.51
13 H 0.01 1.41 -1.07
14 H -2.81 -0.96 0.79
15 H 3.52 -2.10 0.62
16 H 0.30 -3.07 0.40
17 H -1.35 -2.39 0.72
18 H 3.81 1.89 -0.34
19 H 2.08 1.41 -0.16
20 H 0.59 -0.86 -0.99

Short version: A is the most stable of them.

A | Density functional theory data (ωB97M-V with the def2-TZVPD basis set) for a single C5H8O molecule.

Output
Gap between HOMO and LUMO (eV): 10.8
SMILES: C[C@H]1C[C@H]1C=O
Net charge: 0

Element x y z (Å)
1 C -1.20 -0.73 -0.63
2 C -0.40 0.56 -0.57
3 C -0.02 1.33 0.67
4 C 1.00 0.45 0.01
5 C 1.23 -0.90 0.62
6 O 1.49 -1.87 -0.05
7 H -1.64 -1.02 0.33
8 H -1.97 -0.71 -1.40
9 H -0.49 -1.52 -0.88
10 H -0.46 1.17 -1.47
11 H -0.40 1.01 1.64
12 H 0.10 2.41 0.58
13 H 1.80 0.84 -0.61
14 H 1.05 -1.00 1.71

B | Density functional theory data (ωB97M-V with the def2-TZVPD basis set) for a single C5H8O molecule.

Output
Gap between HOMO and LUMO (eV): 10.6
SMILES: O=CC1CCC1
Net charge: 0

Element x y z (Å)
1 O 2.75 -0.46 -0.15
2 C 1.87 0.38 -0.08
3 C 0.55 0.01 0.48
4 C -0.28 -1.11 -0.20
5 C -1.45 -0.14 -0.42
6 C -0.67 0.98 0.30
7 H 2.17 1.42 -0.28
8 H 1.08 -0.40 1.39
9 H 0.18 -1.53 -1.09
10 H -0.52 -1.93 0.49
11 H -1.66 0.06 -1.48
12 H -2.38 -0.42 0.07
13 H -0.48 1.84 -0.36
14 H -1.15 1.34 1.20

Short version: A is the most stable of them.

A | Density functional theory data (ωB97M-V with the def2-TZVPD basis set) for a single C6H10N2O2 molecule.

Output
Gap between HOMO and LUMO (alpha / beta) (eV): 7.5 / 8.1
SMILES: C=C(C)/C=[N+](\[O-])C(=O)NC
Net charge: 0

Element x y z (Å)
1 C 1.71 1.37 -2.56
2 C 1.49 0.47 -1.56
3 C 2.52 -0.58 -1.24
4 C 0.27 0.64 -0.94
5 N -0.18 -0.25 0.13
6 O 0.49 -1.20 0.61
7 C -1.38 0.13 0.77
8 O -1.96 1.17 0.65
9 N -1.64 -0.79 1.72
10 C -2.71 -0.57 2.64
11 H 2.67 1.56 -3.09
12 H 0.87 1.98 -2.97
13 H 2.23 -1.00 -0.17
14 H 3.49 -0.04 -1.32
15 H 2.39 -1.29 -1.98
16 H -0.32 1.45 -0.96
17 H -0.93 -1.45 1.75
18 H -3.19 0.47 2.33
19 H -3.52 -1.41 2.50
20 H -2.29 -0.65 3.67

B | Density functional theory data (ωB97M-V with the def2-TZVPD basis set) for 2 unconnected molecules or ions with the total composition C6H10N2O2.

Output
Gap between HOMO and LUMO (eV): 10.3
SMILES: N#C[C@]12C[C@H]1OCCN2.O
Net charge: 0

Element x y z (Å)
1 N 1.93 -1.17 1.24
2 C 0.76 -1.12 1.23
3 C -0.66 -1.20 1.59
4 C -1.13 -2.46 2.30
5 C -1.47 -2.26 0.86
6 O -2.78 -1.97 0.52
7 C -3.03 -0.59 0.29
8 C -2.69 0.20 1.54
9 N -1.26 0.09 1.83
10 H -0.39 -3.22 2.57
11 H -1.94 -2.31 3.02
12 H -0.94 -2.86 0.12
13 H -2.44 -0.23 -0.57
14 H -4.09 -0.49 0.06
15 H -2.93 1.26 1.38
16 H -3.31 -0.17 2.37
17 H -1.06 0.40 2.78
18 O 1.74 -0.40 -1.50
19 H 0.99 0.18 -1.25
20 H 2.41 -0.51 -0.71

Short version: B is the most stable of them.

A | Density functional theory data (ωB97M-V with the def2-TZVPD basis set) for a single C6H10N2O2 molecule.

Output
Gap between HOMO and LUMO (eV): 8.6
SMILES: CC(=O)/C(N)=C(/C)C(N)=O
Net charge: 0

Element x y z (Å)
1 C -0.34 -2.05 -0.97
2 C 0.15 -1.38 0.30
3 O 0.23 -1.95 1.40
4 C 1.00 -0.13 0.08
5 N 2.37 -0.25 0.11
6 C 0.19 0.91 -0.06
7 C 0.32 2.24 -0.67
8 C -1.41 0.46 0.22
9 N -1.72 0.38 1.54
10 O -2.24 0.65 -0.65
11 H 0.18 -3.00 -1.09
12 H -1.42 -2.20 -0.91
13 H -0.15 -1.43 -1.86
14 H 2.84 0.60 0.40
15 H 2.65 -1.05 0.67
16 H -0.45 2.40 -1.44
17 H 0.22 3.03 0.08
18 H 1.29 2.33 -1.17
19 H -1.04 0.05 2.22
20 H -2.69 0.40 1.81

B | Density functional theory data (ωB97M-V with the def2-TZVPD basis set) for 2 unconnected molecules or ions with the total composition C6H10N2O2.

Output
Gap between HOMO and LUMO (eV): 10.0
SMILES: C[C@]12N[C@H]1C(=O)N1C[C@H]12.O
Net charge: 0

Element x y z (Å)
1 C 0.53 2.11 -3.32
2 C -0.42 1.11 -2.71
3 N -1.81 1.05 -3.11
4 C -1.49 1.46 -1.73
5 C -1.65 0.29 -0.80
6 O -2.54 0.10 -0.01
7 N -0.63 -0.70 -1.11
8 C -0.70 -1.46 -2.39
9 C 0.13 -0.24 -2.28
10 H 1.40 2.25 -2.67
11 H 0.88 1.75 -4.30
12 H 0.03 3.08 -3.45
13 H -2.07 1.87 -3.66
14 H -1.71 2.47 -1.39
15 H -0.23 -2.44 -2.35
16 H -1.64 -1.39 -2.94
17 H 1.21 -0.34 -2.20
18 O 0.56 -0.44 1.63
19 H 0.65 -1.35 1.22
20 H -0.01 -0.56 2.39

Short version: A is the most stable of them.

A | Density functional theory data (ωB97M-V with the def2-TZVPD basis set) for 2 unconnected molecules or ions with the total composition C6H10N2O2.

Output
Gap between HOMO and LUMO (eV): 10.0
SMILES: N#CCN[C@@H]1CCC1=O.O
Net charge: 0

Element x y z (Å)
1 N -2.09 0.63 0.28
2 C -0.93 0.56 0.22
3 C 0.50 0.73 -0.09
4 N 0.82 0.27 -1.43
5 C 2.23 0.31 -1.75
6 C 2.65 0.20 -3.24
7 C 3.78 -0.79 -2.85
8 C 3.07 -0.94 -1.51
9 O 3.05 -1.80 -0.67
10 H 1.07 0.14 0.64
11 H 0.76 1.79 0.08
12 H 0.31 0.81 -2.12
13 H 2.76 1.17 -1.29
14 H 2.95 1.13 -3.73
15 H 1.87 -0.30 -3.83
16 H 4.76 -0.30 -2.73
17 H 3.90 -1.71 -3.43
18 O -2.11 -2.00 1.60
19 H -1.45 -2.28 0.95
20 H -2.68 -1.27 1.16

B | Density functional theory data (ωB97M-V with the def2-TZVPD basis set) for a single C6H10N2O2 molecule.

Output
Gap between HOMO and LUMO (eV): 9.5
SMILES: NC(=O)C/C=C\CC(N)=O
Net charge: 0

Element x y z (Å)
1 N 1.76 -0.90 0.27
2 C 1.13 -2.02 -0.15
3 O 1.77 -3.07 -0.28
4 C -0.35 -1.90 -0.41
5 C -0.82 -0.86 -1.43
6 C -1.17 0.45 -1.17
7 C -1.62 1.04 0.14
8 C -0.50 2.00 0.69
9 N -0.89 3.17 1.21
10 O 0.70 1.64 0.71
11 H 2.73 -1.15 0.53
12 H 1.30 -0.04 0.47
13 H -0.67 -2.89 -0.78
14 H -0.78 -1.75 0.57
15 H -0.81 -1.13 -2.48
16 H -1.19 1.13 -2.01
17 H -1.80 0.34 0.95
18 H -2.54 1.61 -0.02
19 H -0.20 3.73 1.72
20 H -1.88 3.39 1.25

Short version: B is the most stable of them.

A | Density functional theory data (ωB97M-V with the def2-TZVPD basis set) for 2 unconnected molecules or ions with the total composition C3H9N2.

Output
Gap between HOMO and LUMO (eV): 10.4
Net charge: +1

Element x y z (Å)
1 C -2.10 -0.03 0.00
2 C -1.29 -1.09 -0.25
3 C 1.87 0.83 -0.21
4 N 1.27 -0.35 0.39
5 N -2.66 0.97 0.21
6 H -1.33 -1.37 -1.30
7 H -0.18 -0.74 0.00
8 H -1.51 -1.95 0.38
9 H 1.80 0.75 -1.30
10 H 1.34 1.72 0.12
11 H 2.93 0.94 0.06
12 H 1.31 -0.28 1.41
13 H -3.24 1.77 0.34
14 H 1.81 -1.18 0.14

B | Density functional theory data (ωB97M-V with the def2-TZVPD basis set) for a gas-phase ion, C3H9N2 (charge +1).

Output
Gap between HOMO and LUMO (eV): 9.4
SMILES: C=[N+](C)CN
Net charge: +1

Element x y z (Å)
1 C 0.41 0.04 1.56
2 N -0.13 0.32 0.44
3 C 0.28 1.48 -0.43
4 C -0.88 -0.80 -0.36
5 N 0.12 -1.61 -0.99
6 H -0.26 -0.32 2.36
7 H 1.29 0.60 1.91
8 H 0.63 0.99 -1.33
9 H -0.72 1.94 -0.52
10 H 0.91 2.18 0.10
11 H -1.46 -0.27 -1.11
12 H -1.55 -1.27 0.36
13 H 0.72 -1.08 -1.61
14 H 0.64 -2.21 -0.37

Short version: A is the most stable of them.